Entry 1:
Below is a structure of composition C39H36BaClN3Si2 in a non-equilibrium geometry, with properties calculated with ωB97M-V with the def2-TZVPD basis set.

CARTESIAN COORDINATES (ANGSTROEM)
C 3.98565 -1.56051 2.71178
C 3.68151 -0.96593 1.46009
C 3.10774 0.31929 1.70966
H 3.91015 -1.37496 0.47142
C 3.06801 0.50471 3.12689
C 3.60080 -0.66474 3.73447
H 3.75397 -0.81148 4.80354
H 4.49542 -2.51567 2.85281
H 2.82646 1.06000 0.95305
H 2.76191 1.42423 3.63372
Ba 0.97654 -1.67105 2.66830
Si -1.46291 3.43111 -1.15189
C -2.14965 2.84108 -2.80961
C -3.43033 2.29013 -2.88805
H -3.94239 1.97490 -1.97346
C -4.07278 2.16358 -4.13075
H -5.10834 1.80375 -4.17541
C -3.40038 2.53588 -5.30093
H -3.91380 2.50348 -6.26331
C -2.07030 2.97629 -5.23021
H -1.52347 3.24105 -6.14907
C -1.43964 3.10593 -3.98248
H -0.39536 3.42396 -3.91520
C -3.00617 4.14982 -0.41252
C -3.57532 5.22906 -1.13079
H -3.17357 5.50000 -2.11732
C -4.63724 5.97252 -0.60028
H -5.04340 6.81529 -1.16256
C -5.18589 5.62560 0.64172
H -5.98782 6.22669 1.08093
C -4.71238 4.48593 1.29512
H -5.17358 4.16099 2.23054
C -3.64381 3.74754 0.76528
H -3.31291 2.83851 1.26934
H -0.61452 4.54932 -1.57599
Si -1.23017 -0.25828 -1.81553
C -1.24553 1.20078 -0.57575
C -0.17262 2.21938 -0.56172
H 0.61936 2.13158 -1.31778
C 0.20608 2.93337 0.63943
H 0.92512 3.74799 0.53785
C -0.25884 2.46671 1.85115
H 0.13719 2.86468 2.78783
C -1.24054 1.46378 1.87312
H -1.57866 1.06931 2.83447
C -1.78095 0.91249 0.70728
H -2.56489 0.14459 0.77383
C -0.13619 0.07942 -3.24045
C 1.16749 0.54372 -3.03201
H 1.51802 0.79096 -2.02864
C 2.05477 0.67104 -4.10459
H 3.05802 1.03013 -3.90399
C 1.65475 0.34134 -5.40069
H 2.35837 0.42991 -6.23622
C 0.33702 -0.08241 -5.62163
H 0.00098 -0.32831 -6.63184
C -0.56216 -0.19582 -4.55179
H -1.60466 -0.48036 -4.72676
H -1.90547 -1.50382 -1.96602
Cl 0.33069 -1.28012 -0.40237
N 3.00624 -5.13428 2.78296
C 2.22045 -5.20575 1.61700
C 2.44612 -6.28809 0.74211
C 1.57734 -6.47557 -0.34432
C 0.56987 -5.52439 -0.55605
C 0.49421 -4.42104 0.28029
N 1.31293 -4.24699 1.35032
C 2.64854 -4.63894 4.04217
C 3.47064 -4.91587 5.15491
C 3.18770 -4.27285 6.36641
C 2.10441 -3.38074 6.42690
C 1.31203 -3.19433 5.29989
N 1.58867 -3.81642 4.12340
H 3.80404 -5.76713 2.78027
H 3.26212 -6.96428 0.97891
H 1.69427 -7.33087 -1.00436
H -0.14200 -5.61127 -1.38155
H -0.23775 -3.61799 0.10311
H 4.30504 -5.60846 5.02274
H 3.79819 -4.46401 7.25379
H 1.87136 -2.82881 7.33990
H 0.42618 -2.54032 5.29515

Cartesian forces (eV/Å) of the 3 atoms listed first:
-0.1 -0.2 -0.2
-0.2 0.4 0.1
0.2 -0.4 0.4

Properties
F_max (eV Å⁻¹): 4.596
Gap between HOMO and LUMO (alpha / beta) (eV): 3.773 / 3.773
LUMO energy (alpha / beta) (eV): -0.52 / -0.52
ΔE to the lowest compared entry with this formula, charge and spin (kcal per mole): 0.0

=====

Entry 2:
Below is an isolated molecule of C13H11NSe in a non-equilibrium geometry, with properties calculated with ωB97M-V with the def2-TZVPD basis set.

CARTESIAN COORDINATES (ANGSTROEM)
C 1.86519 -1.69025 2.54780
C 2.11998 -1.77164 1.13910
C 0.93385 -0.89546 3.09063
C -2.22661 1.62419 -1.35369
C -2.88135 2.32397 -0.37129
C 0.39282 -0.17913 0.81589
C -0.56135 0.48085 -0.11223
C 1.46812 -0.88953 0.28451
C -1.18320 0.64960 -1.31354
C 0.12636 -0.16466 2.26269
C -1.77840 1.66672 1.43913
C 1.99622 -0.93704 -1.13980
C -0.91039 -0.08640 -2.68755
N -2.72100 2.26783 0.95830
Se -1.13225 1.00510 3.00722
H 2.56393 -2.26802 3.19194
H 3.03644 -2.23516 0.80163
H 0.81192 -0.65244 4.10494
H -2.51206 1.99823 -2.37591
H -3.52927 3.18301 -0.49855
H 1.78031 -1.82694 -1.90984
H 1.86701 -0.08121 -1.75560
H 3.08787 -1.02119 -0.97404
H -0.06458 0.39396 -3.25128
H -0.74114 -1.09216 -2.54065
H -1.80839 0.19776 -3.35981

Cartesian forces (eV/Å) of the 3 atoms listed first:
2.9 -2.4 -1.4
0.1 1.6 2.1
-1.1 1.2 -0.2

Properties
F_max (eV Å⁻¹): 5.748
Gap between HOMO and LUMO (eV): 7.901
LUMO energy (eV): 0.12